The following is a quantum chemistry calculation of a molecular structure, C22H51AlBBr3Cl2F6N3O18PS2 at a distorted geometry, from the Open Molecules 2025 dataset.

Element x y z (Å)
H -4.24624 4.27356 -0.70920
H -3.36196 -0.92829 0.81916
H 10.87439 -7.28686 2.13533
O -7.20725 5.46050 6.16356
C -2.46021 -0.52387 0.29526
O -10.59245 4.76712 6.63856
H 10.84564 -8.86643 2.93776
C 10.86019 -7.18219 4.30360
H -2.79876 0.34837 -0.29126
C -2.02521 -1.31412 -3.08623
O -1.33875 -1.16882 2.24052
C -9.56685 5.34859 7.01030
C -2.69567 -1.71979 -1.75530
H 7.74283 -6.11538 4.05695
H -4.27878 6.64488 2.66751
H -1.05930 8.84727 -3.75748
Br 0.49356 -6.51042 -2.38576
H 3.89299 -5.22812 4.11251
H 4.93886 -4.26171 1.42722
H -0.91765 8.67338 -5.51264
C 11.22151 -7.84497 2.99986
H -3.51995 9.74781 -5.20072
Br 1.55859 -4.50711 -0.08756
H 1.16969 -4.13567 -2.48993
F 7.20779 -4.37474 1.32164
O 5.79956 -5.71903 3.86319
H 3.27617 -3.63474 -3.43939
H -3.07755 0.85093 -2.77739
C -3.19481 7.24331 -5.08493
H -3.70789 6.29033 -5.23502
B -2.40145 3.12493 -2.19307
F 1.36615 -9.56819 -4.57861
H -2.38066 5.55374 -3.15863
C -5.42809 5.43120 4.03237
H -9.52689 6.45407 6.97746
C -3.80883 9.37987 -4.21179
H -5.77006 6.23570 4.67659
C 7.55113 -5.40295 2.10354
H -1.03219 -0.83327 3.08747
O 6.19104 -8.95574 -4.60327
O -1.62753 3.88808 -1.30904
C 4.29628 -4.87066 2.05739
H 0.61876 -0.05222 1.54434
H -9.09173 5.05300 7.96517
O 11.92385 -7.60733 5.15857
O 5.05556 -7.37589 -6.06959
O 1.92432 -7.77016 -5.99955
H -1.35873 6.17027 -5.17253
H 4.28900 -5.88109 1.65009
F 7.01924 -6.51415 1.53673
Cl -3.41972 4.45518 2.44546
H -4.58200 2.60435 -1.15207
C -0.11557 0.35858 0.86040
C 7.17255 -5.26583 3.60616
Br -1.15618 -3.90325 -1.54890
H -0.93707 1.32509 -1.52300
H -3.14303 -2.69792 -1.86281
S 5.05425 -8.62858 -5.39312
F 9.69151 -7.64573 4.78978
O 7.43589 -4.08041 4.06777
C 13.01105 -7.80781 4.36796
H -1.92243 -2.39463 0.02718
F 8.90241 -5.54542 1.97859
H -1.19558 1.81756 -3.91292
N -1.82591 -1.54508 -0.51281
O -1.11353 -0.23718 -3.02105
Al -3.66412 1.21236 1.77523
H -1.52758 3.32583 -0.53470
H -8.08110 9.03971 1.75655
O -7.72769 8.59439 2.53169
S 2.44933 -9.04325 -5.63405
O 14.12355 -7.91143 4.76951
H -2.41586 7.05398 -2.61813
H -3.41034 6.11950 4.10940
N 3.70966 -9.04267 -4.68251
C 4.74221 -4.85978 3.52258
H 10.83310 -6.09291 4.26162
H -1.93363 0.80570 1.97311
H 0.17824 7.80951 -4.43545
H -8.28912 3.80567 5.78383
C -4.14057 5.82011 3.36108
C 0.61732 -4.70706 -1.74120
H -7.53903 7.69986 2.23002
Cl -6.73224 5.12739 2.85294
O 3.16120 -4.24293 -2.69526
O -3.60207 3.67063 -2.61885
H -4.74155 9.86269 -3.91919
O -4.03370 7.98450 -4.21769
H -1.44826 -2.16806 -3.41927
C -0.85182 8.14111 -4.56106
C -4.53646 3.63064 -1.54164
O 12.65905 -7.86863 3.06494
H -3.52814 -1.01940 -1.62400
H -2.78968 -1.16662 -3.85649
C -8.26439 4.91226 5.80572
F 5.16456 -9.68787 -6.59671
C -1.79473 6.94167 -4.53064
O 2.42313 -10.06765 -6.63078
H -5.51582 3.93070 -1.89321
H 4.94109 -3.83964 3.87083
H 0.04578 -0.01517 -0.14322
H -5.31251 4.53902 4.63911
H -3.04794 9.65433 -3.47709
N -1.84722 6.41403 -3.16606
H 0.01248 1.44203 0.90515
H -8.70454 5.20803 4.83821
C -1.49776 -0.05465 1.38131
H -3.13809 7.73017 -6.06840
H 3.28942 -4.45045 1.98777
P -1.73250 1.32045 -2.70542

Calculated values
spin multiplicity: 1
calculated total energy: -13033.664882 Eh
LUMO energy: -1.26 eV
charge: -2

The following is a quantum chemistry calculation of a single C2H5NO4 molecule at a distorted geometry, from the Open Molecules 2025 dataset.

Element x y z (Å)
H -1.81528 -1.50767 -0.20641
C 1.79675 -0.23305 -0.06442
H -1.14417 2.45100 0.06773
O -0.58354 1.70205 0.42187
N -0.40240 -0.59031 0.53330
O -1.09954 -1.71829 0.43341
H 1.72416 -0.85820 0.89569
C -1.11632 0.60039 0.06410
O -2.12262 0.49904 -0.65255
H 1.78687 0.85171 -0.04627
O 0.54580 -0.48005 -0.59460
H 2.43030 -0.71662 -0.85185

Calculated values
spin multiplicity: 1
calculated total energy: -434.791688 Eh
LUMO energy: 0.48 eV
SMILES: CON(O)C(=O)O

The following is a quantum chemistry calculation of a molecular structure, C5H11O4Pd at a distorted geometry, from the Open Molecules 2025 dataset.

Element x y z (Å)
Pd -0.53504 -1.34512 -0.66294
C 0.95041 1.06833 0.28399
H 2.07870 -0.11813 -1.13218
C -0.73708 0.23760 1.76002
H 0.26424 1.92728 0.27279
O 0.17710 0.31028 -1.81895
H -0.50857 -0.32866 -3.62459
H 1.80264 1.58381 -1.61154
O 0.29701 -0.05154 0.87151
C 0.37167 0.17899 -3.21428
O -2.26618 -0.75405 0.27473
H -2.83711 0.20618 2.01164
H -0.31347 -1.49417 2.91266
C -2.00773 -0.06015 1.33435
H -0.52418 0.92035 2.58742
H 1.84418 1.33690 0.86748
O -0.15887 -2.29441 3.56067
C 1.34486 0.70789 -1.12511
H 1.26923 -0.42384 -3.43117
H 0.47663 1.17212 -3.67772
H -0.98846 -2.77966 3.56123

Calculated values
spin multiplicity: 3
calculated total energy: -625.802599 Eh
LUMO energy (alpha / beta): 3.51 / 3.37 eV
⟨S²⟩: 2.0021
charge: -1

The following is a quantum chemistry calculation of 2 unconnected molecules or ions with the total composition C2H3N4 at a distorted geometry, from the Open Molecules 2025 dataset.

Element x y z (Å)
C -1.48168 -0.35220 -0.40778
C -2.06214 0.84956 -0.05396
N -2.65637 1.81520 0.21728
N 0.94603 -0.07773 0.84988
N 2.47659 0.98537 -0.45574
H 2.93055 1.91755 -0.39361
H -1.27273 -1.20100 0.36802
H -1.23848 -0.48103 -1.50026
N 1.60988 0.62897 0.27159

Calculated values
spin multiplicity: 1
calculated total energy: -296.536043 Eh
LUMO energy (alpha / beta): -9.26 / -9.26 eV
charge: +1

The following is a quantum chemistry calculation of a molecular structure, C4H8CsO4 at a distorted geometry, from the Open Molecules 2025 dataset.

Element x y z (Å)
O -1.28122 -0.29856 -0.24392
Cs 0.88773 0.03247 -2.75107
H -2.11232 -2.08236 -0.63578
H -1.18409 0.15281 1.72144
H 0.05791 2.26456 1.44638
H 1.04025 0.78132 1.04137
C -2.43852 -1.08533 -0.30873
O 2.52566 -1.66612 -0.38592
C -1.19939 0.69643 0.75479
H -2.03904 1.38968 0.55331
H -2.98924 -1.12436 0.64583
O 0.31773 1.98222 -0.59744
H -3.07760 -0.70546 -1.12400
C 0.09607 1.49421 0.63696
C 3.40052 -0.76024 -0.17962
H 4.17670 -1.00787 0.59123
O 3.81886 -0.06340 -1.16484

Calculated values
spin multiplicity: 1
calculated total energy: -478.292877 Eh
LUMO energy: 1.91 eV
charge: -1